Entry 1:
# C46H46HgN6P2S2Se

C46H46HgN6P2S2Se as an isolated structure (wB97M-V/def2-TZVPD, OMol25).

Properties
HOMO-LUMO gap (alpha / beta), eV: 5.3735 / 5.9463
Energy above the lowest of the compared OMol25 structures with the same formula, charge and spin, kcal per mole: 0.0
HOMO level (alpha / beta), eV: -3.1 / -4.0
LUMO level (alpha / beta), eV: 2.3 / 1.9
Max |F|, eV/A: 0.72

```
! wB97M-V def2-TZVPD RIJCOSX def2/J DEFGRID3
* xyz -1 2
Hg -0.304 0.873 1.232
C 4.188 -1.807 5.585
C 2.911 -2.275 4.892
N 2.895 -1.979 3.473
C 2.532 -0.756 2.964
S 2.810 -0.475 1.284
N 2.065 0.104 3.835
N 1.307 1.119 3.369
C 1.442 2.236 3.981
C 2.492 2.414 5.046
C 0.450 3.310 3.713
C 0.760 4.662 3.887
C -0.226 5.613 3.694
C -1.496 5.204 3.321
C -1.704 3.849 3.120
N -0.765 2.927 3.317
H 4.179 -2.078 6.646
H 4.277 -0.721 5.500
H 5.071 -2.262 5.122
H 2.052 -1.776 5.334
H 2.780 -3.352 5.019
H 3.484 -2.513 2.859
H 3.413 1.917 4.745
H 2.156 1.936 5.973
H 2.693 3.462 5.261
H 1.766 4.961 4.149
H -0.001 6.667 3.817
H -2.298 5.916 3.163
H -2.666 3.468 2.787
C -1.308 -2.138 -2.702
N -0.734 -1.006 -1.976
P 0.714 -1.108 -0.969
C 1.968 -1.628 -2.229
C 3.071 -0.783 -2.373
C 4.050 -1.039 -3.327
C 3.935 -2.146 -4.157
C 2.845 -2.998 -4.024
C 1.874 -2.745 -3.063
C 0.389 -2.671 -0.068
C 1.329 -3.696 0.040
C 1.103 -4.779 0.879
C -0.057 -4.844 1.640
C -0.993 -3.823 1.556
C -0.766 -2.746 0.707
P -0.937 0.564 -2.624
C -0.728 0.224 -4.434
C -1.747 0.073 -5.370
C -1.453 -0.142 -6.713
C -0.133 -0.227 -7.138
C 0.895 -0.103 -6.211
C 0.596 0.132 -4.876
C -2.724 0.943 -2.509
C -3.525 0.311 -1.570
C -4.815 0.765 -1.307
C -5.313 1.864 -1.990
C -4.523 2.503 -2.940
C -3.236 2.052 -3.188
H -0.773 -2.349 -3.633
H -2.351 -1.930 -2.955
H -1.283 -3.026 -2.069
H 3.159 0.076 -1.714
H 4.907 -0.382 -3.414
H 4.696 -2.352 -4.900
H 2.758 -3.869 -4.664
H 1.046 -3.433 -2.949
H 2.258 -3.636 -0.515
H 1.844 -5.566 0.950
H -0.223 -5.680 2.311
H -1.889 -3.845 2.161
H -1.481 -1.934 0.675
H -2.782 0.116 -5.050
H -2.259 -0.250 -7.430
H 0.093 -0.392 -8.185
H 1.928 -0.189 -6.528
H 1.402 0.227 -4.152
H -3.121 -0.536 -1.033
H -5.413 0.275 -0.549
H -6.306 2.239 -1.768
H -4.905 3.367 -3.473
H -2.620 2.575 -3.911
Se -2.381 0.262 3.147
C -3.616 -1.199 3.109
C -4.066 -1.729 4.326
C -4.992 -2.765 4.368
C -5.499 -3.311 3.194
C -5.059 -2.804 1.978
C -4.133 -1.767 1.939
H -3.675 -1.314 5.248
H -5.315 -3.154 5.328
H -6.223 -4.116 3.227
H -5.441 -3.216 1.050
H -3.801 -1.392 0.988
S -0.046 3.787 -0.050
C 1.349 3.809 -0.956
N 1.455 3.031 -2.081
C 2.507 3.035 -2.938
C 3.584 3.820 -2.697
C 3.589 4.586 -1.500
C 2.528 4.567 -0.653
H 0.685 2.382 -2.219
H 2.423 2.381 -3.793
H 4.415 3.836 -3.387
H 4.463 5.178 -1.256
H 2.520 5.128 0.271
*
```

Entry 2:
# C46H46N4O8W

C46H46N4O8W as an isolated structure at a distorted geometry (wB97M-V/def2-TZVPD, OMol25).

Properties
HOMO-LUMO gap, eV: 4.3872
HOMO level, eV: -5.9
LUMO level, eV: -1.5
Max |F|, eV/A: 4.63

```
! wB97M-V def2-TZVPD RIJCOSX def2/J DEFGRID3
* xyz 0 1
W -0.238 -0.139 -1.525
C -0.871 -0.534 4.645
C 0.299 0.285 4.097
C 1.111 0.922 5.204
O -0.179 1.270 3.207
C -0.254 0.720 1.909
C 0.613 -0.595 2.024
O 1.162 -0.518 3.319
C 1.636 -1.047 0.945
O 0.984 -0.769 -0.274
C 3.088 -0.541 0.914
C 3.845 -0.253 2.044
C 5.196 0.043 1.918
C 5.816 0.012 0.681
C 5.074 -0.306 -0.445
C 3.721 -0.566 -0.330
C 1.860 -2.568 1.092
C 1.972 -3.186 2.335
C 2.137 -4.561 2.418
C 2.224 -5.331 1.268
C 2.166 -4.713 0.029
C 1.988 -3.340 -0.057
C -0.078 1.873 0.884
O -0.423 1.329 -0.371
C 1.267 2.588 0.886
C 1.668 3.278 2.029
C 2.862 3.975 2.042
C 3.645 4.036 0.899
C 3.219 3.405 -0.256
C 2.044 2.667 -0.261
C -1.144 2.959 1.126
C -1.111 4.040 0.244
C -2.094 5.012 0.279
C -3.129 4.922 1.201
C -3.184 3.838 2.060
C -2.194 2.862 2.030
H -1.588 0.135 5.120
H -0.504 -1.255 5.374
H -1.376 -1.067 3.838
H 0.474 1.509 5.862
H 1.877 1.563 4.770
H 1.592 0.131 5.779
H -1.277 0.368 1.695
H -0.122 -1.412 1.998
H 3.387 -0.268 3.018
H 5.771 0.280 2.805
H 6.872 0.234 0.597
H 5.543 -0.356 -1.419
H 3.133 -0.790 -1.211
H 1.934 -2.595 3.239
H 2.199 -5.036 3.390
H 2.330 -6.406 1.335
H 2.254 -5.305 -0.873
H 1.942 -2.850 -1.022
H 1.029 3.273 2.900
H 3.176 4.489 2.943
H 4.580 4.582 0.911
H 3.808 3.472 -1.161
H 1.711 2.176 -1.165
H -0.322 4.087 -0.495
H -2.059 5.844 -0.413
H -3.892 5.688 1.246
H -4.003 3.748 2.762
H -2.252 2.032 2.718
O 1.059 -0.638 -2.807
N -0.125 -0.649 -3.563
N -0.333 0.629 -4.017
O 0.042 1.575 -3.101
C -1.168 0.897 -5.062
C -1.799 -0.143 -5.769
C -2.608 0.163 -6.849
C -2.809 1.480 -7.244
C -2.207 2.506 -6.526
C -1.399 2.229 -5.438
H -1.659 -1.164 -5.447
H -3.096 -0.640 -7.389
H -3.432 1.701 -8.101
H -2.368 3.537 -6.815
H -0.931 3.014 -4.862
N -1.674 -6.057 1.938
C -1.188 -5.949 0.658
O -0.748 -6.919 0.078
C -1.256 -4.616 0.025
C -1.819 -3.470 0.595
C -1.720 -2.268 -0.050
N -1.072 -2.095 -1.223
C -0.603 -3.214 -1.812
C -0.695 -4.453 -1.241
H -1.408 -6.911 2.403
H -1.714 -5.236 2.516
H -2.366 -3.519 1.527
H -2.198 -1.367 0.322
H -0.162 -3.050 -2.787
H -0.314 -5.332 -1.742
C -3.088 2.303 -2.221
C -3.241 0.787 -2.270
C -4.344 0.303 -1.336
O -2.024 0.175 -1.913
H -3.905 2.788 -2.755
H -2.141 2.579 -2.682
H -3.077 2.645 -1.183
H -3.490 0.475 -3.293
H -4.108 0.588 -0.307
H -4.434 -0.784 -1.391
H -5.295 0.753 -1.619
*
```

Q: Which energy values were calculated for the entries above? A: -167160.3121 -72612.0902, in eV.